[1]
C30H48O10 | ωB97M-V/def2-TZVPD

The geometry in XYZ format:
```
88
Properties=species:S:1:pos:R:3:mulliken_charge:R:1
O 2.94905 -21.27989 14.46454 -0.675
C 1.96210 -20.68404 14.85068 0.501
C 1.86162 -19.17748 14.77237 0.299
C 2.78408 -18.52279 13.93748 -0.711
C 2.73641 -17.11899 13.79102 -0.657
C 1.75844 -16.44516 14.45457 -0.370
C 0.75212 -17.08992 15.13223 -1.081
C 0.84767 -18.46169 15.32831 0.646
C -0.26415 -19.08768 16.03366 0.647
O -1.13720 -18.50493 16.64891 -0.677
C -0.14522 -20.61116 16.19020 0.822
C -1.13822 -21.22051 16.95405 -0.709
C -1.12189 -22.58537 17.11109 -0.621
C -0.03209 -23.31078 16.62431 -0.778
C 0.93285 -22.68100 15.88847 -0.252
C 0.90641 -21.32977 15.58818 0.186
H 3.48500 -19.17301 13.44081 0.645
H 3.35156 -16.50050 13.14215 0.376
H 1.78382 -15.34448 14.21018 0.264
H -0.08258 -16.56851 15.65493 0.411
H -1.90370 -20.61157 17.43165 0.498
H -1.87414 -23.02228 17.76320 0.437
H 0.16648 -24.36520 16.80371 0.378
H 1.84822 -23.15848 15.52528 0.481
C 5.55869 -18.96966 9.88613 -0.688
O 5.48045 -17.76688 9.14062 -0.390
C 4.11343 -17.45634 8.87975 -0.232
C 4.03996 -16.69739 7.58971 -0.544
O 3.54001 -17.46042 6.47129 -0.379
C 4.44256 -18.50970 6.07241 -0.598
H 4.78402 -19.68836 9.59055 0.244
H 5.36242 -18.86225 10.93052 0.319
H 6.53408 -19.43262 9.71252 0.306
H 3.74598 -16.83776 9.70883 0.407
H 3.49610 -18.32009 8.82712 0.187
H 5.05452 -16.33471 7.39447 0.312
H 3.38062 -15.80780 7.60267 0.308
H 4.75757 -19.03321 6.94965 0.158
H 5.31660 -18.14998 5.57190 0.303
H 4.05335 -19.28473 5.40962 0.303
C -5.30437 -17.67264 10.39747 -0.589
O -5.55373 -17.66225 9.05474 -0.333
C -5.01327 -16.53406 8.38302 -0.658
C -5.52393 -16.54269 7.00803 -0.621
O -6.79216 -15.93561 6.80188 -0.368
C -7.78613 -16.45231 7.63004 -0.553
H -5.96398 -18.43888 10.82451 0.235
H -5.42263 -16.75814 11.00346 0.350
H -4.21487 -17.93565 10.56572 0.159
H -4.00151 -16.59186 8.56444 0.647
H -5.27771 -15.62015 8.90906 0.372
H -5.44878 -17.54510 6.58265 0.322
H -4.91097 -15.92720 6.31129 0.320
H -7.65777 -16.19672 8.71935 0.177
H -7.85864 -17.51844 7.51222 0.286
H -8.73287 -16.05550 7.22519 0.260
C -1.97532 -24.98574 14.09803 -0.477
O -0.67994 -25.09799 13.58463 -0.420
C -0.20996 -24.01807 12.76469 0.419
C 1.17510 -24.48360 12.30004 -0.651
O 1.67961 -23.43306 11.50749 -0.193
C 3.10389 -23.21695 11.51188 -0.504
H -2.72779 -25.11761 13.25510 0.273
H -2.02245 -24.00673 14.62450 0.114
H -2.06474 -25.90509 14.76507 0.202
H -0.19758 -23.08124 13.37995 -0.442
H -0.89647 -23.78372 11.92977 0.498
H 1.11125 -25.44851 11.81386 0.294
H 1.74286 -24.62534 13.24856 0.320
H 3.37281 -22.26920 11.01893 0.008
H 3.69976 -23.97962 11.06810 0.321
H 3.33477 -23.19900 12.59172 0.254
C -3.54461 -20.23736 12.95595 -0.671
O -2.45923 -20.63887 12.16082 -0.483
C -1.23282 -20.16246 12.61449 -0.556
C -0.20695 -20.51321 11.47773 -0.305
O -0.53444 -19.82665 10.33413 -0.380
C 0.42521 -20.20994 9.34108 -0.693
H -3.39258 -19.15642 13.20782 0.299
H -3.55019 -20.90373 13.78741 0.256
H -4.44379 -20.44291 12.39605 0.244
H -0.89172 -20.48084 13.57837 0.148
H -1.29989 -19.09252 12.67082 0.746
H -0.30401 -21.54281 11.25765 0.300
H 0.81477 -20.23078 11.86764 0.189
H 0.06195 -19.95204 8.38762 0.368
H 0.55977 -21.27195 9.25413 0.316
H 1.45540 -19.76081 9.51043 0.124
```

The calculation puts the HOMO-LUMO gap at 8.265 eV. The SMILES is O=C1c2ccccc2C(=O)c2ccccc21.COCCOC.COCCOC.COCCOC.COCCOC. The calculation puts the LUMO energy at -0.048 Eh. The calculation puts the HOMO energy at -0.35172 hartree. The net charge is 0.

=====

[2]
C33H34N5O3S11Tc | ωB97M-V/def2-TZVPD

The geometry in XYZ format:
```
87
Properties=species:S:1:pos:R:3:mulliken_charge:R:1
Tc -0.13912 -1.70153 -0.89026 0.699
S 0.25475 -6.12472 -0.03106 -0.246
C 0.13731 -4.51659 -0.29686 0.240
S -1.35240 -3.60657 -0.45229 -0.279
S 1.43907 -3.36819 -0.46212 -0.269
S 2.24475 -1.30762 6.37624 -0.381
C 1.33872 -1.42552 4.98613 0.219
S 1.85476 -0.66705 3.52297 -0.041
C 0.38202 -1.11858 2.73225 0.099
N -0.40550 -1.81416 3.47090 -0.673
N 0.14274 -2.01188 4.72570 0.574
C -0.68858 -2.75316 5.62803 0.625
C -0.17958 -3.30532 6.79467 -0.443
C -1.02524 -4.01056 7.64175 -0.653
C -2.36506 -4.17863 7.33653 -0.452
C -2.85747 -3.64139 6.15378 -0.566
C -2.03048 -2.93378 5.29970 -0.414
S -0.01108 -0.49365 1.15570 -0.045
H 0.86384 -3.19318 7.04095 0.195
H -0.61619 -4.43333 8.55035 0.356
H -3.01673 -4.72673 8.00383 0.374
H -3.89751 -3.77432 5.88548 0.355
H -2.41229 -2.52846 4.37618 0.558
C 0.85217 2.82064 3.35749 -0.346
S 0.17595 4.45965 2.96705 -0.172
C -1.46236 4.04901 2.52829 -0.034
C -1.87382 3.29246 1.42860 -0.352
S -0.92059 2.65461 0.22623 0.052
S -3.61285 3.03370 1.36326 0.141
C -4.07974 4.00171 2.71081 -0.050
S -5.62041 4.26989 3.18061 -0.318
S -2.70372 4.66520 3.54172 -0.169
H 1.92557 2.96191 3.48225 0.351
H 0.67473 2.13139 2.53623 -0.296
H 0.42673 2.44403 4.28455 0.383
C 4.15430 4.42008 -2.65957 -1.597
C 3.53712 3.14117 -2.15755 1.512
C 3.37210 2.93519 -0.79493 -1.022
C 2.80172 1.76508 -0.31108 -1.025
C 2.38468 0.79862 -1.20475 0.386
C 2.52283 0.99788 -2.57597 -0.858
N 2.04802 -0.00729 -3.47428 0.282
C 2.68916 -1.25990 -3.48062 0.474
C 4.06302 -1.37348 -3.28823 -0.401
C 4.67057 -2.61923 -3.34631 -0.679
C 3.92534 -3.75995 -3.61590 -0.712
C 2.55825 -3.64087 -3.81887 -0.376
C 1.93864 -2.40444 -3.73850 0.650
C 0.45920 -2.26439 -3.93392 -0.152
O -0.05539 -2.43121 -5.02204 -0.645
O -0.21948 -1.92545 -2.87130 -0.726
C 3.11550 2.15974 -3.06931 0.917
C 3.30466 2.37509 -4.54616 -1.979
H 4.45579 5.05707 -1.82888 0.408
H 3.45376 4.98402 -3.27993 0.321
H 5.03528 4.22622 -3.27536 0.339
H 3.69702 3.70397 -0.10314 0.328
H 2.68649 1.60172 0.75187 0.380
H 1.96167 -0.13614 -0.84247 0.412
H 1.04117 -0.09656 -3.45010 0.109
H 4.64797 -0.48546 -3.08220 0.455
H 5.73735 -2.69587 -3.17660 0.392
H 4.39955 -4.73123 -3.65463 0.393
H 1.95356 -4.51573 -4.02198 0.498
H 2.93700 1.51918 -5.10612 0.435
H 4.36001 2.52240 -4.78768 0.356
H 2.77431 3.26753 -4.88792 0.385
C -3.51113 -0.34459 0.57710 -1.182
N -3.74641 0.29105 -0.71236 0.525
C -5.13380 0.44581 -1.11259 -1.302
C -2.71521 0.36664 -1.58508 0.119
O -1.63451 -0.18886 -1.35708 0.584
N -2.89927 1.07076 -2.74496 0.200
C -1.87124 0.92681 -3.76569 -1.157
C -3.53979 2.37725 -2.70539 -0.988
H -4.30117 -0.03029 1.25838 0.461
H -2.54891 -0.03764 0.97911 0.100
H -3.51402 -1.43514 0.49410 0.342
H -5.70003 -0.41536 -0.75277 0.465
H -5.21606 0.47424 -2.19561 0.396
H -5.58324 1.34942 -0.69335 0.292
H -1.56276 -0.11201 -3.85235 0.218
H -0.99566 1.54621 -3.53482 0.369
H -2.29162 1.25286 -4.71658 0.372
H -3.94914 2.58093 -1.71797 0.293
H -4.34171 2.45358 -3.44370 0.278
H -2.79792 3.15127 -2.91964 0.339
```

The calculation puts the HOMO-LUMO gap (spin up / spin down) at 2.914 / 5.172 eV. The calculation puts the energy relative to the best compared isomer or geometry (same formula, charge and spin) at 49.4 kcal per mole. The calculation puts the LUMO energy (spin up / spin down) at -0.044 / 0.019 Eh. The calculation puts the HOMO energy (spin up / spin down) at -0.15072 / -0.17079 hartree. Its expectation value of S² is 1.0483. The multiplicity is 2. The net charge is -1.

=====

no.,electronic energy (a.u.),molar mass (g/mol)
1,-1924.07744,568.704
2,-6238.40025,999.404